Record 1
# C4H14N2O

A 2-piece molecular cluster, C4H14N2O overall (ωB97M-V/def2-TZVPD, the OMol25 dataset).

Output
E_LUMO (spin up / spin down), eV: 3.72 / 3.61
Spin multiplicity: 2
HOMO level (spin up / spin down), eV: 1.081 / -5.654
Expectation value of S²: 0.75
Charge: -1

Geometry as XYZ:
```
21
Properties=species:S:1:pos:R:3:forces:R:3
C -0.883 1.512 0.145 1.740 0.403 -1.421
N -1.433 2.324 -0.913 -1.812 1.251 -0.468
C -0.316 0.221 -0.366 0.240 -2.112 -0.183
C 0.193 -0.652 0.825 -1.425 -0.644 -1.108
C -0.727 -1.893 0.915 -0.163 0.012 0.120
N -0.644 -2.791 2.076 -0.301 0.485 -0.171
H -1.671 1.225 0.837 -0.030 0.475 0.340
H -0.044 2.076 0.629 -0.942 -0.293 0.016
H -0.929 2.602 -1.742 1.093 -0.355 0.553
H -2.303 1.984 -1.302 -0.058 -0.318 0.481
H 0.439 0.178 -1.160 0.448 1.245 0.376
H -1.093 -0.297 -0.954 -0.372 -0.116 0.612
H 0.056 -0.038 1.723 0.641 -0.329 0.128
H 1.201 -0.976 0.583 0.354 0.251 0.653
H -1.749 -1.529 0.849 -0.317 0.220 0.109
H -0.630 -2.493 0.010 0.289 -0.048 -0.077
H -0.266 -2.323 2.887 0.211 -0.242 -0.031
H -0.199 -3.670 1.881 0.393 0.125 0.114
H 3.801 2.238 -1.918 -0.657 -0.443 0.367
H 3.296 0.774 -2.438 -0.263 0.521 0.613
O 3.901 1.529 -2.566 0.931 -0.087 -1.023
```
Forces are in eV/Å.



Record 2
# C4H14N2O

A 2-piece molecular cluster, C4H14N2O overall (ωB97M-V/def2-TZVPD, the OMol25 dataset).

Output
E_LUMO, eV: 0.70
Structure (SMILES): CNCCNC.O
HOMO level, eV: -8.112

Geometry as XYZ:
```
21
Properties=species:S:1:pos:R:3:forces:R:3
C 0.146 0.354 -2.892 -1.068 -0.045 2.255
N 0.149 -0.924 -2.164 -1.177 -1.638 0.424
C 0.472 -1.320 -0.753 3.068 -0.180 -0.970
C 1.239 -0.310 0.091 -0.659 -1.652 2.344
N 0.281 0.588 0.762 0.646 -2.042 -2.260
C 0.854 1.614 1.567 -2.040 -0.514 1.992
H -0.541 1.143 -2.444 0.215 -0.827 -0.609
H -0.162 0.116 -3.907 0.300 0.356 -0.050
H 1.115 0.823 -2.786 0.438 -0.081 -0.601
H -0.446 -1.710 -2.498 0.603 1.620 -0.237
H -0.355 -1.715 -0.150 0.063 -0.175 -0.518
H 1.352 -2.039 -0.952 -1.817 -0.026 0.748
H 1.896 -0.830 0.881 -1.424 0.167 -0.651
H 2.045 -0.022 -0.523 0.812 2.019 -1.206
H -0.447 0.650 0.040 0.123 1.452 1.085
H 0.552 2.589 1.291 -0.743 1.177 -0.126
H 0.569 1.419 2.690 0.854 0.594 -1.883
H 1.887 1.636 1.404 1.792 -0.201 0.268
O -3.670 -0.990 3.701 -0.782 0.989 -3.440
H -3.010 -0.322 3.946 -0.236 -0.208 -0.226
H -3.927 -0.750 2.695 1.031 -0.785 3.659
```
Forces are in eV/Å.



Record 3
# C4H14N2O

A 2-piece molecular cluster, C4H14N2O overall (ωB97M-V/def2-TZVPD, the OMol25 dataset).

Output
E_LUMO, eV: 0.83
Structure (SMILES): CNCCNC.O
HOMO level, eV: -8.671

Geometry as XYZ:
```
21
Properties=species:S:1:pos:R:3:forces:R:3
C 3.024 0.433 1.756 0.025 -2.939 1.275
N 1.720 0.529 0.993 1.612 2.475 0.475
C 1.286 -0.584 0.182 0.355 1.098 -2.492
C -0.199 -0.369 -0.207 -1.297 -1.533 -2.655
N -0.669 0.803 -1.069 0.371 -0.551 0.049
C -1.513 0.555 -2.298 2.559 -0.730 -0.740
H 3.020 -0.642 2.136 -0.162 0.964 -0.351
H 3.070 0.950 2.755 -0.490 0.256 -1.377
H 4.085 0.419 1.338 -1.540 0.774 -0.530
H 1.740 1.373 0.347 -0.074 -1.379 1.247
H 1.901 -0.555 -0.733 -0.138 -0.632 -0.093
H 1.380 -1.572 0.620 0.033 0.089 0.501
H -0.631 -1.316 -0.773 1.091 1.552 1.284
H -0.617 -0.345 0.768 -1.225 0.256 0.869
H -1.067 1.503 -0.479 -0.272 0.347 0.277
H -1.644 1.410 -3.018 -0.172 -0.176 1.575
H -0.815 -0.028 -2.937 -0.516 -0.196 0.281
H -2.414 -0.055 -2.213 -0.206 0.315 0.431
O -4.265 -0.632 0.825 1.710 -0.240 0.029
H -4.077 -1.404 1.367 -0.886 -0.426 0.378
H -3.315 -0.472 0.638 -0.777 0.673 -0.433
```
Forces are in eV/Å.



Record 4
# C4H14N2O

A 2-piece molecular cluster, C4H14N2O overall (ωB97M-V/def2-TZVPD, the OMol25 dataset).

Output
E_LUMO, eV: 0.79
Structure (SMILES): CNCCCN.O
HOMO level, eV: -8.947

Geometry as XYZ:
```
21
Properties=species:S:1:pos:R:3:forces:R:3
C -0.092 2.702 1.549 0.151 -0.768 1.232
N 0.155 1.300 1.193 0.394 0.419 -0.278
C -1.013 0.475 1.201 -0.440 -1.211 0.107
C -0.760 -0.988 0.725 0.132 0.538 -0.147
C 0.355 -1.243 -0.294 0.028 1.261 0.551
N 0.241 -0.553 -1.584 -0.369 -0.372 -0.109
H 0.372 3.364 0.842 -0.085 0.423 -0.383
H 0.356 2.905 2.531 0.021 0.073 -0.132
H -1.158 2.881 1.691 -0.073 0.266 -0.448
H 0.587 1.267 0.284 0.013 -0.007 -0.056
H -1.885 0.876 0.657 0.248 0.257 -0.190
H -1.359 0.362 2.232 -0.049 0.254 0.062
H -0.491 -1.587 1.601 -0.341 -0.133 -0.140
H -1.704 -1.305 0.278 -0.065 -0.455 0.297
H 1.274 -0.879 0.165 0.225 -0.287 -0.054
H 0.452 -2.307 -0.435 0.054 -0.430 -0.146
H -0.727 -0.411 -1.847 -0.059 -0.062 -0.024
H 0.666 0.357 -1.554 0.135 0.172 -0.066
O 1.641 -2.802 -3.126 0.199 0.273 -0.165
H 2.161 -2.056 -3.466 -0.252 -0.401 0.167
H 0.929 -2.357 -2.645 0.134 0.191 -0.077
```
Forces are in eV/Å.



Record 5
# C4H14N2O

A 2-piece molecular cluster, C4H14N2O overall (ωB97M-V/def2-TZVPD, the OMol25 dataset).

Output
E_LUMO, eV: 1.04
Structure (SMILES): NCCCCN.O
HOMO level, eV: -9.253

Geometry as XYZ:
```
21
Properties=species:S:1:pos:R:3:forces:R:3
N 2.476 -0.413 -0.940 -0.264 0.565 0.471
C 2.329 0.644 0.066 -0.223 0.677 0.954
C 0.892 1.121 0.399 0.140 -1.774 -0.559
C -0.031 -0.104 0.714 0.960 0.434 -0.759
C -0.670 -0.700 -0.547 -0.474 1.388 -0.262
N -1.762 -1.573 -0.164 -0.408 -1.415 0.971
H 3.391 -0.828 -0.802 -0.116 0.051 -0.442
H 2.421 0.038 -1.845 0.247 -0.377 -0.176
H 2.906 1.552 -0.151 0.178 -0.096 -0.171
H 2.725 0.276 1.020 0.082 -0.157 -0.185
H 0.476 1.682 -0.442 -0.034 0.190 0.163
H 0.977 1.750 1.283 -0.115 0.219 -0.098
H 0.606 -0.858 1.181 -0.273 -0.040 0.464
H -0.835 0.253 1.354 -0.037 -0.371 0.258
H 0.027 -1.090 -1.287 0.256 -0.185 0.326
H -1.093 0.216 -0.975 -0.312 -0.248 -0.569
H -1.402 -2.277 0.487 -0.075 0.476 0.151
H -2.214 -2.190 -0.840 0.423 0.841 -0.561
O -3.726 1.106 0.828 0.295 -0.088 -0.182
H -4.413 0.892 0.207 -1.135 0.294 -0.209
H -3.080 0.503 0.455 0.886 -0.383 0.415
```
Forces are in eV/Å.



Record 6
# C4H14N2O

A 2-piece molecular cluster, C4H14N2O overall (ωB97M-V/def2-TZVPD, the OMol25 dataset).

Output
E_LUMO, eV: 0.88
Structure (SMILES): CNCCNC.O
HOMO level, eV: -8.670

Geometry as XYZ:
```
21
Properties=species:S:1:pos:R:3:forces:R:3
C -0.210 -1.886 2.720 -1.563 0.446 2.038
N -0.571 -0.897 1.728 0.881 0.506 -0.471
C 0.349 -0.886 0.583 0.357 -0.027 -0.860
C -0.064 0.219 -0.383 -2.082 0.836 1.412
N 0.202 1.580 0.108 0.768 -0.326 -0.488
C 0.230 2.596 -0.950 0.422 1.475 3.152
H -0.008 -2.831 2.244 0.583 -0.253 0.107
H -1.071 -2.048 3.398 -0.367 -0.295 -0.773
H 0.431 -1.554 3.561 1.105 -0.230 -1.110
H -0.490 0.028 2.142 -0.204 -0.146 0.098
H 1.418 -0.819 0.834 -0.086 0.200 0.255
H 0.251 -1.815 0.013 -0.188 -0.230 0.260
H 0.251 0.147 -1.418 0.464 -0.209 0.062
H -1.172 0.124 -0.351 0.256 -0.296 -0.721
H -0.426 1.890 0.835 -0.196 -0.374 -0.065
H 0.394 3.539 -0.324 -0.166 -0.780 -1.218
H 1.157 2.447 -1.480 -0.230 0.039 -0.981
H -0.722 2.748 -1.461 0.248 -0.313 -0.694
O 0.300 -0.758 -4.167 0.332 0.140 -0.252
H 0.391 -1.123 -3.287 -0.098 -0.131 0.185
H -0.639 -0.702 -4.343 -0.237 -0.031 0.065
```
Forces are in eV/Å.



Number 1: F_max 2.28 eV/Å. Number 2: F_max 3.88 eV/Å. Number 3: F_max 3.33 eV/Å. Number 4: F_max 1.46 eV/Å. Number 5: F_max 1.87 eV/Å. Number 6: F_max 3.51 eV/Å.